No. 1
The following is a DFT calculation (the ωB97M-V functional and the def2-TZVPD basis) of the molecule CH3FO2 in a non-equilibrium geometry.

Geometry (Å):
1 O 0.343554 1.436998 0.061513
2 C 0.373496 0.128974 -0.277515
3 O -0.682446 -0.682502 0.209350
4 F 1.454563 -0.607242 0.174789
5 H -0.278672 1.725876 0.786820
6 H 0.418048 0.019804 -1.330172
7 H -0.462735 -0.810452 1.176884

Forces on atoms 1 to 6 (eV/Å):
-0.24 0.92 1.08
-1.52 -2.42 1.02
0.07 1.29 1.12
1.30 1.17 0.42
0.97 -1.17 -1.06
-0.16 0.21 -1.10

Computed properties:
max |F| = 0.0591 Eh/bohr
charge = 0
ΔE to the lowest compared entry with this formula, charge and spin = 45.1 kJ/mol
Kohn-Sham gap = 12.15 eV
structure (SMILES) = OC(O)F

***

No. 2
The following is a DFT calculation (the ωB97M-V functional and the def2-TZVPD basis) of a cluster of 2 separate species, CH3FO2P in total in a non-equilibrium geometry.

Geometry (Å):
1 C 0.165771 -0.154282 0.390780
2 O -0.991526 0.401419 -2.048815
3 O -1.823695 -1.575892 -0.743593
4 F 2.245542 2.251045 1.486767
5 P -1.138755 -0.290155 -0.775871
6 H 0.684771 -1.187374 0.088837
7 H 1.036879 0.526262 0.222815
8 H -0.178987 0.028977 1.379081

Forces on atoms 1 to 6 (eV/Å):
2.68 -1.12 -1.18
-0.23 1.43 -0.08
-1.14 -0.39 1.22
-0.25 -0.37 -0.17
1.38 -1.12 -2.21
-1.35 1.66 1.52

Computed properties:
max |F| = 0.0610 Eh/bohr
charge = -1
ΔE to the lowest compared entry with this formula, charge and spin = 383.7 kJ/mol
Kohn-Sham gap = 6.04 eV

***

No. 3
The following is a DFT calculation (the ωB97M-V functional and the def2-TZVPD basis) of a cluster of 2 separate species, CH3FO2S in total in a non-equilibrium geometry.

Geometry (Å):
1 C -1.731799 0.035061 -0.045029
2 O 1.979013 -1.176128 -0.704863
3 O 1.899364 -0.033835 1.489758
4 F 1.636114 1.330782 -0.716071
5 S 1.401651 -0.178082 0.161972
6 H -1.395042 -0.667010 0.750448
7 H -1.548320 1.084150 -0.168220
8 H -2.240983 -0.394938 -0.767995

Forces on atoms 1 to 6 (eV/Å):
2.92 0.50 3.42
-0.50 0.53 0.31
-0.12 0.50 0.31
-0.30 -2.01 1.49
0.44 1.00 -2.31
-0.35 1.30 -0.35

Computed properties:
max |F| = 0.0913 Eh/bohr
charge = 0
ΔE to the lowest compared entry with this formula, charge and spin = 331.0 kJ/mol
Kohn-Sham gap (alpha / beta) = 10.17 / 6.36 eV

***

Please write out number 3 again, unchanged.
The following is a DFT calculation (the ωB97M-V functional and the def2-TZVPD basis) of a cluster of 2 separate species, CH3FO2S in total in a non-equilibrium geometry.

Geometry (Å):
1 C -1.731799 0.035061 -0.045029
2 O 1.979013 -1.176128 -0.704863
3 O 1.899364 -0.033835 1.489758
4 F 1.636114 1.330782 -0.716071
5 S 1.401651 -0.178082 0.161972
6 H -1.395042 -0.667010 0.750448
7 H -1.548320 1.084150 -0.168220
8 H -2.240983 -0.394938 -0.767995

Forces on atoms 1 to 6 (eV/Å):
2.92 0.50 3.42
-0.50 0.53 0.31
-0.12 0.50 0.31
-0.30 -2.01 1.49
0.44 1.00 -2.31
-0.35 1.30 -0.35

Computed properties:
max |F| = 0.0913 Eh/bohr
charge = 0
ΔE to the lowest compared entry with this formula, charge and spin = 331.0 kJ/mol
Kohn-Sham gap (alpha / beta) = 10.17 / 6.36 eV

***

Question: Which of these has the lowest charge?
Answer: CH3FO2P